1.
40
Properties=species:S:1:pos:R:3 method="wB97M-V/def2-TZVPD" orbital_gap_ev=8.04 smiles="O=C1NC(=O)C([C@@H](/C=C/c2cc(F)cc(F)c2)c2cc(F)cc(F)c2)C(=O)N1" homo_energy_ha=-0.3308 charge=0
F -4.446 3.963 -0.244
F 4.766 0.687 -2.978
F 3.567 3.658 0.487
F -6.616 -0.229 -0.281
O 3.518 -1.149 0.724
O -1.032 -1.801 1.852
O 1.969 -5.265 1.982
N 0.474 -3.498 1.859
N 2.698 -3.179 1.290
C 3.884 1.065 -2.015
C 0.132 -2.158 1.592
C 1.869 0.726 -0.815
C -1.754 -0.067 -0.441
C 2.503 -1.815 0.997
C -3.125 1.992 -0.357
C -5.451 0.496 -0.310
C 1.137 -1.233 1.007
C -5.583 1.896 -0.237
C 2.085 1.908 -0.088
C -3.039 0.569 -0.381
C 0.697 -0.149 -0.407
C 4.187 2.239 -1.310
C 2.759 0.312 -1.789
C 3.272 2.600 -0.332
C -4.245 -0.159 -0.359
C -0.587 0.599 -0.374
C -4.378 2.592 -0.297
C 1.737 -4.105 1.726
H -0.536 1.677 -0.216
H 2.595 -0.626 -2.322
H -0.276 -4.123 2.133
H 1.158 -0.283 1.657
H 5.126 2.768 -1.425
H -2.239 2.612 -0.331
H 0.689 -1.154 -0.887
H -6.546 2.390 -0.140
H -4.201 -1.250 -0.330
H 3.628 -3.558 1.154
H 1.385 2.227 0.694
H -1.784 -1.175 -0.487

2.
52
Properties=species:S:1:pos:R:3 method="wB97M-V/def2-TZVPD" multiplicity=2 orbital_gap_ev="7.52 / 7.57" e_above_lowest_kj_mol=0.00 homo_energy_ha="-0.4076 / -0.4080" charge=+1
I 0.363 -2.711 -2.911
Br 3.290 -4.258 -1.667
Br 1.458 2.797 2.709
Ti -0.273 1.329 -0.306
S -2.278 2.113 -1.939
S 0.872 5.888 -0.930
S 4.250 0.448 -1.109
F -4.247 0.470 -1.453
F -4.040 1.032 -3.528
F -2.666 -0.384 -2.652
O -2.244 2.065 -0.439
O -0.910 1.711 -2.334
O -0.814 -0.501 -0.274
O -2.820 3.302 -2.490
O -2.449 -1.689 0.726
N 0.444 3.425 -0.403
N -0.341 0.888 1.852
N -1.349 4.836 0.174
N 1.848 1.115 -0.592
N 2.267 -1.163 -0.210
C 2.119 4.749 -1.282
C -0.203 1.076 4.224
C 2.502 2.273 -1.001
C 1.728 3.510 -0.944
C -0.127 4.613 -0.338
C -0.828 -5.574 0.091
C -1.144 0.077 4.371
C -0.798 -4.592 -0.886
C 0.354 -6.154 0.530
C 3.798 2.102 -1.315
C 1.592 -4.761 -0.980
C -3.389 0.697 -2.434
C -1.216 -0.125 2.014
C 0.413 -4.185 -1.435
C 1.566 -5.746 -0.004
C -1.590 -0.856 0.748
C -1.655 -0.546 3.245
C 0.167 1.449 2.943
C 2.650 0.067 -0.595
H 0.246 1.565 5.075
H 0.338 -6.927 1.286
H -2.364 -1.360 3.298
H -1.785 5.729 0.015
H 4.517 2.837 -1.632
H 2.848 -1.951 -0.468
H 3.056 5.067 -1.707
H 2.494 -6.192 0.327
H -1.458 -0.229 5.361
H -1.777 -5.884 0.505
H 1.274 -1.350 -0.258
H -1.972 4.045 0.250
H -1.717 -4.135 -1.228

3.
48
Properties=species:S:1:pos:R:3 method="wB97M-V/def2-TZVPD" multiplicity=5 orbital_gap_ev="7.95 / 8.12" e_above_lowest_kj_mol=6.28 homo_energy_ha="-0.2863 / -0.2931" charge=0
Cr 0.032 0.561 0.373
S 3.179 -0.109 1.192
S 1.227 -0.597 3.110
F 3.754 2.332 1.963
F 1.563 1.392 4.778
F 4.909 1.590 0.290
F -0.502 0.976 4.264
F 0.795 1.969 2.834
F 5.328 0.878 2.295
O 2.169 0.519 0.327
O 0.323 -0.766 1.972
O 3.918 -1.181 0.623
O 1.119 -1.521 4.179
N 0.682 4.286 -1.133
N 0.107 2.145 -1.051
N 2.705 -0.350 2.663
C -4.032 -0.699 -0.300
C -4.545 3.741 1.537
C -1.448 5.202 -2.169
C -0.944 2.877 -1.616
C -2.668 4.765 -2.635
C -2.629 -0.605 -0.123
C 4.373 1.259 1.464
C -4.840 0.337 0.062
C -2.351 2.767 1.393
C -2.026 0.509 0.416
C 1.042 3.038 -0.785
C 0.738 1.034 3.805
C -5.094 2.610 1.007
C -4.283 1.508 0.637
C -0.597 4.222 -1.665
C -2.882 1.579 0.826
C -2.172 2.442 -2.117
C -3.023 3.404 -2.616
C -3.148 3.821 1.735
H -4.461 -1.597 -0.730
H -2.031 -1.455 -0.444
H -2.717 4.716 2.165
H -3.372 5.485 -3.032
H 2.006 2.809 -0.361
H -5.913 0.283 -0.079
H -2.447 1.398 -2.084
H -6.166 2.538 0.859
H -3.991 3.109 -2.996
H -1.279 2.828 1.557
H -5.176 4.577 1.810
H -1.172 6.247 -2.193
H 1.242 5.109 -0.999

4.
39
Properties=species:S:1:pos:R:3 method="wB97M-V/def2-TZVPD" orbital_gap_ev=7.50 smiles="Cc1cc(-c2c(-c3ccccc3)c3cc([N+](=O)[O-])ccc3[nH]c2=O)on1" e_above_lowest_kj_mol=226.61 homo_energy_ha=-0.3195 charge=0
O -1.310 -0.340 4.896
O -2.057 -1.259 -3.299
O -3.379 -1.108 4.991
O 1.184 -1.066 -3.006
N -2.580 -1.860 -1.262
N -2.328 -0.825 4.365
N 2.327 -0.379 -3.456
C -1.504 -0.919 0.725
C 0.657 0.313 0.292
C 2.985 0.492 0.862
C 3.053 2.103 -3.278
C -3.440 -1.881 2.348
C 0.396 -0.260 -2.440
C 2.737 1.771 1.365
C 0.936 1.054 -2.529
C 1.448 2.309 1.425
C -2.303 -1.132 2.964
C -1.704 -1.306 -2.104
C 1.930 -0.304 0.316
C 2.177 0.926 -3.103
C -3.379 -2.306 0.943
C -0.448 -0.332 -0.217
C -1.258 -0.830 2.140
C 0.413 1.557 0.845
C -0.640 -0.636 -1.591
C -2.468 -1.714 0.155
H -0.288 -0.548 2.638
H 2.265 -1.211 -0.075
H 2.724 2.879 -2.649
H 3.188 2.420 -4.339
H -4.362 -2.132 2.774
H -3.561 -1.927 -1.660
H 1.254 3.196 2.013
H 3.636 2.247 1.731
H 4.015 1.814 -2.850
H 0.440 1.965 -2.119
H -4.208 -2.820 0.500
H 4.005 0.045 0.840
H -0.553 2.004 0.849